(1)
C4H10NO3 | ωB97M-V/def2-TZVPD

Element x y z (Å)
C -0.427 0.514 1.588
N 0.476 0.977 0.512
C 1.872 0.567 1.040
C 0.238 0.391 -0.905
C -1.282 0.596 -1.213
O -1.754 1.658 -1.619
O -1.983 -0.453 -1.062
H 0.037 -0.479 2.014
H -1.487 0.512 1.144
H -0.302 1.283 2.441
H 2.308 -0.477 1.065
H 1.993 0.960 2.109
H 2.472 1.260 0.461
H 0.872 0.967 -1.618
H 0.600 -0.668 -0.839
H -1.390 -2.815 -2.407
H -1.222 -1.931 -1.143
O -1.022 -2.862 -1.569

Force components x, y, z for each atom (eV/Å):
C 0.1403 0.1290 0.0001
N 1.9118 -1.7697 0.5896
C -0.4808 2.2625 0.2921
C 0.5022 0.7307 2.0422
C -0.6953 -1.3444 -0.8509
O 1.0013 0.8383 0.1966
O 0.4748 -0.4159 0.5224
H -1.7473 1.2149 -0.7003
H 1.4534 -0.4875 1.2855
H -0.5310 -1.1214 -1.2092
H -1.1602 0.6635 -0.5680
H -0.4708 -0.5276 -1.2944
H 0.9331 -0.4157 -0.1944
H -0.3908 -0.2988 0.5845
H -0.7623 0.6081 -0.5848
H -1.1433 0.3363 -2.3438
H -0.2226 -1.2603 -1.0654
O 1.1876 0.8579 3.2984

Its total charge is -1. For the HOMO energy, the calculation gives -4.644 eV. The calculation puts the gap between HOMO and LUMO at 8.43 eV. As for the calculated total energy: -11943.03305 eV. As for the energy above the lowest of the compared OMol25 structures with the same formula, charge and spin: 54.5 kcal/mol.

(2)
C4H10NO3 | ωB97M-V/def2-TZVPD

Element x y z (Å)
C -0.903 -1.164 1.563
O -0.118 -0.862 2.585
C -0.248 -0.545 0.093
C -1.027 0.004 -1.147
C -0.191 1.101 -1.756
N 1.008 0.572 -2.319
O -0.389 2.278 -1.905
H -0.697 -2.195 1.281
H -1.934 -0.718 1.563
H 0.616 0.005 0.373
H 0.284 -1.423 -0.266
H -1.530 -0.834 -1.656
H -1.885 0.466 -0.666
H 1.781 1.181 -2.518
H 1.240 -0.401 -2.138
H 1.364 1.419 1.711
H 1.039 0.126 2.669
O 1.589 0.991 2.534

Force components x, y, z for each atom (eV/Å):
C 1.7999 1.7495 -1.9932
O -0.3224 -0.0592 0.8354
C 0.0487 -1.8361 0.0104
C -1.1605 0.5301 3.0309
C 2.0369 -1.8626 -2.5564
N -0.9632 -0.5636 0.5077
O -0.8652 0.5653 0.7918
H -1.5877 -0.9347 0.1184
H 0.0388 -0.8813 0.1871
H 0.2987 1.4091 0.3852
H 0.0987 -0.5882 -0.3030
H 0.9908 0.4905 -0.8294
H -0.3136 0.6750 -0.2237
H -0.1203 0.2373 0.0467
H -0.0665 0.5346 0.1444
H -0.4075 -0.2986 -0.0955
H -0.4323 1.0037 -0.9542
O 0.9265 -0.1708 0.8973

Its total charge is -1. For the HOMO energy, the calculation gives -3.268 eV. The calculation puts the gap between HOMO and LUMO at 6.87 eV. As for the calculated total energy: -11942.22322 eV. As for the energy above the lowest of the compared OMol25 structures with the same formula, charge and spin: 73.2 kcal/mol.

(3)
C4H10NO3 | ωB97M-V/def2-TZVPD

Element x y z (Å)
O -2.811 -0.125 -0.816
C -3.150 -0.632 0.221
O -2.616 -0.477 1.401
C 1.247 0.023 -0.830
C -0.051 0.911 -0.859
C 0.436 0.403 0.457
O 3.740 -0.546 0.971
N 2.425 0.587 -0.912
H -3.376 0.207 1.329
H -3.871 -1.463 0.155
H 0.254 1.939 -1.029
H -1.123 0.753 -1.085
H 0.907 1.031 1.207
H -0.150 -0.424 0.844
H 4.699 -0.551 0.891
H 2.851 0.696 -1.842
H 1.069 -0.975 -1.241
H 3.278 -0.056 0.265

Force components x, y, z for each atom (eV/Å):
O 0.2174 0.8337 0.2540
C 0.1463 -4.3463 -4.9817
O -1.1056 2.3735 1.0684
C 2.0116 -2.8599 1.1306
C -1.1958 3.6097 3.9099
C -1.2323 -0.1560 -1.3322
O -0.5563 -0.5851 0.3997
N -1.9447 2.5528 -1.3398
H 1.0223 0.8543 3.4058
H -0.4691 0.2510 0.2989
H 0.0623 -0.1219 -0.2969
H 0.8022 -1.5336 -1.1682
H 0.4626 0.1182 -0.5211
H 0.1481 -0.0610 -0.0914
H -0.0473 0.2684 -0.3925
H 0.6944 -1.7809 0.0704
H -0.1624 0.3167 -1.0747
H 1.1460 0.2662 0.6608

Its total charge is +1. For the HOMO energy, the calculation gives -14.900 eV. The calculation puts the gap between HOMO and LUMO at 6.29 eV. As for the calculated total energy: -11928.46762 eV. As for the energy above the lowest of the compared OMol25 structures with the same formula, charge and spin: 187.8 kcal/mol.

(4)
C4H10NOS | ωB97M-V/def2-TZVPD

Element x y z (Å)
C -1.765 -0.065 -1.034
C -0.623 0.070 -0.033
C 0.455 -0.911 -0.612
S 0.387 -2.593 0.409
N -0.171 1.410 0.183
C 1.115 1.418 1.116
O 2.323 1.281 0.585
H -2.361 0.859 -0.992
H -2.342 -0.897 -0.687
H -1.247 0.054 -1.993
H -0.886 -0.333 0.964
H 1.488 -0.840 -0.303
H 0.313 -1.128 -1.680
H 1.316 -3.270 1.295
H 0.282 1.833 -0.635
H 0.766 0.696 1.870
H 0.952 2.417 1.546

Force components x, y, z for each atom (eV/Å):
C 0.5007 2.5717 0.8032
C 0.8620 -0.9575 -0.0845
C 1.4919 -1.2182 1.9672
S -1.8579 -2.2900 0.3070
N 1.5737 0.3573 -0.1891
C -0.3289 0.9688 -0.1017
O -0.8623 -0.5263 -0.2262
H -0.2397 -0.3240 0.3256
H -0.4185 -0.8941 -1.0460
H -0.8257 -1.0691 -0.3268
H -0.1087 0.2245 -0.5137
H 0.2860 1.8662 -0.6147
H 0.2760 -0.4319 0.5467
H -0.1939 2.1813 -1.5866
H -0.5525 -0.3765 -0.2210
H 0.2916 -0.4748 0.4559
H 0.1061 0.3925 0.5049

Its total charge is -1. For the HOMO energy, the calculation gives -2.841 eV. The calculation puts the gap between HOMO and LUMO at 5.96 eV. As for the SMILES: C[C@@H](CS)NC[O-]. As for the calculated total energy: -18680.59684 eV. As for the energy above the lowest of the compared OMol25 structures with the same formula, charge and spin: 103.8 kcal/mol.

(5)
C4H10NOS | ωB97M-V/def2-TZVPD

Element x y z (Å)
C 0.840 -0.545 2.931
C 0.755 -2.099 0.948
C -1.419 1.679 -3.295
C 0.217 -0.949 1.745
N -0.754 0.748 -0.520
O 0.047 1.837 0.306
S -0.345 0.629 -2.093
H 1.580 -1.126 3.424
H 0.885 1.333 0.382
H 0.653 0.386 3.384
H 1.806 -2.111 0.755
H 0.260 -2.009 -0.043
H 0.736 -3.088 1.363
H -1.588 2.676 -2.918
H -2.454 1.299 -3.495
H -0.745 1.611 -4.176
H -0.473 -0.270 1.302

Force components x, y, z for each atom (eV/Å):
C -1.7701 -1.4362 -3.2829
C -1.0134 0.3067 -1.3287
C -0.0280 -0.9363 0.2846
C 3.2576 0.7671 3.9192
N -0.3427 0.1518 0.2606
O 0.4468 -0.9802 -1.1363
S -0.2782 0.5618 0.0514
H 0.7331 -0.6510 0.1470
H -0.5832 0.6665 0.0854
H -0.6691 1.0127 0.4404
H 1.0034 1.0853 -0.1775
H 0.2820 -0.6518 0.5182
H -1.1947 -0.6956 0.4871
H 0.5247 0.5166 -0.0020
H 0.9818 -0.2493 0.0597
H -0.7669 0.4411 0.1889
H -0.5831 0.0909 -0.5152

Its total charge is -1. For the HOMO energy, the calculation gives -2.855 eV. The calculation puts the gap between HOMO and LUMO at 6.74 eV. As for the calculated total energy: -18679.56393 eV. As for the energy above the lowest of the compared OMol25 structures with the same formula, charge and spin: 127.6 kcal/mol.

(6)
C4H10NPS3 | ωB97M-V/def2-TZVPD

Element x y z (Å)
C -1.412 -0.462 -2.424
C -1.978 -0.328 -1.108
C 2.243 -0.315 2.644
C 1.756 1.482 0.921
N 1.402 0.223 1.538
P 0.199 -0.714 0.918
S -4.100 -2.054 -2.354
S -2.489 -1.670 -3.414
S -1.044 0.801 -0.032
H -1.353 0.524 -2.990
H -0.408 -0.888 -2.500
H -2.924 0.258 -1.164
H -2.350 -1.264 -0.592
H 1.803 -1.272 2.931
H 3.244 -0.361 2.180
H 2.006 0.449 3.396
H 0.952 1.615 0.208
H 1.696 2.430 1.446
H 2.756 1.546 0.398

Force components x, y, z for each atom (eV/Å):
C 0.3947 -0.0392 -2.8843
C -2.1547 0.8432 2.6762
C -1.4385 1.3152 -1.5871
C 0.5349 0.4270 -1.2352
N 0.8270 0.7228 0.2599
P -1.2285 -0.4354 -0.6617
S 0.3126 0.0093 -0.4770
S 0.0302 0.3547 0.2481
S 0.2109 -0.9915 0.5192
H -0.3567 -1.2043 0.6737
H -0.1065 -0.1237 0.3621
H 0.4114 -0.5070 -0.2542
H 1.0582 0.8847 -0.5400
H 0.4926 -0.0289 0.1036
H -0.0761 -0.1286 1.1853
H 1.2321 -0.5429 0.5246
H 0.7057 0.3395 -0.6740
H -0.0002 -0.2413 1.3300
H -0.8490 -0.6538 0.4309

For the HOMO energy (alpha / beta), the calculation gives -8.550 / -6.480 eV. The calculation puts the gap between HOMO and LUMO (alpha / beta) at 8.55 / 4.94 eV. As for the calculated total energy: -47592.61644 eV. As for the energy above the lowest of the compared OMol25 structures with the same formula, charge and spin: 67.2 kcal/mol.

(7)
C4H10NS | ωB97M-V/def2-TZVPD

Element x y z (Å)
C 2.399 -1.832 -0.092
C 1.862 -0.748 0.821
S 0.023 -0.529 0.560
H 2.177 -1.549 -1.125
H 1.742 -2.692 0.097
H 3.440 -2.150 0.014
H 2.248 0.241 0.564
H 2.093 -0.959 1.870
C -2.014 1.359 -1.361
C -1.921 1.214 0.958
N -1.847 1.973 -0.069
H -2.808 1.881 -1.915
H -2.181 0.275 -1.382
H -1.071 1.531 -1.895
H -1.587 1.658 1.892
H -2.555 0.327 1.062

Force components x, y, z for each atom (eV/Å):
C -0.9662 -0.4398 -0.2088
C -0.6958 0.6809 -0.1013
S 0.9172 -0.8336 0.3009
H 0.2724 -0.0179 -0.0080
H 0.3239 -0.1473 -0.0972
H 0.1405 0.2752 0.1343
H 0.4625 -0.1278 0.1321
H -0.0498 0.0047 -0.0529
C -0.2288 0.3748 -0.4540
C -0.7586 1.6557 -0.1837
N 0.3055 -0.6590 0.6467
H 0.0649 -0.1067 -0.0453
H -0.1452 0.0530 0.2705
H -0.1615 -0.1181 -0.0586
H -0.1354 -0.1167 0.1620
H 0.6544 -0.4773 -0.4367

Its total charge is -1. For the HOMO energy, the calculation gives -2.421 eV. The calculation puts the gap between HOMO and LUMO at 6.69 eV. As for the calculated total energy: -16634.79548 eV. As for the energy above the lowest of the compared OMol25 structures with the same formula, charge and spin: 30.3 kcal/mol.